[1]
{"formula": "C8H14O", "method": "ωB97M-V with the def2-TZVPD basis set", "elements": ["C", "C", "C", "C", "C", "C", "C", "C", "H", "H", "H", "H", "H", "H", "H", "H", "H", "H", "H", "H", "H", "H", "O"], "positions_angstrom": [[2.2789, -0.2472, 0.3851], [0.8210, -0.1421, 0.4935], [0.2237, -1.4426, -0.1018], [-1.2749, -1.5766, 0.0505], [-2.1246, -0.5257, -0.4290], [-2.0286, 0.8258, 0.3587], [-0.9579, 1.7516, -0.0626], [0.4595, 1.0288, -0.3861], [2.7648, -1.0423, 1.1451], [0.5197, 0.2981, 1.5238], [0.5970, -2.0149, 0.4460], [0.5082, -1.3394, -1.5384], [-1.3474, -2.2706, -0.6794], [-1.6806, -1.9749, 1.0984], [-3.1056, -0.8225, -0.2606], [-2.0697, -0.4764, -1.5458], [-1.9864, 0.5700, 1.6275], [-3.0077, 1.4361, 0.6938], [-0.4632, 2.5090, 0.9711], [-1.3911, 2.3752, -0.9251], [1.5030, 1.6198, -0.3187], [0.0864, 0.9538, -1.1620], [3.0862, 0.2685, -0.3657]], "mulliken_charge": [-0.248, 0.746, -1.350, -0.454, -0.746, -0.602, -0.449, -1.376, 0.253, 0.344, 0.779, 0.303, 0.313, 0.245, 0.303, 0.401, 0.237, 0.392, 0.210, 0.289, 0.210, 0.670, -0.469], "largest_force_ev_per_a": 15.49, "e_tot_ha": -388.12941, "de_lowest_kcal_mol": 196.1, "total_charge": 0}



[2]
{"formula": "C8H23B3O5S", "method": "ωB97M-V with the def2-TZVPD basis set", "elements": ["C", "B", "O", "B", "O", "B", "C", "C", "C", "S", "O", "H", "H", "H", "H", "H", "H", "H", "H", "H", "H", "H", "C", "C", "O", "H", "H", "H", "H", "H", "H", "C", "C", "O", "H", "H", "H", "H", "H", "H"], "positions_angstrom": [[5.2831, -1.3470, -0.1624], [4.3820, -0.0852, -0.3135], [4.3091, 0.6158, -1.5087], [3.2972, 1.5369, -1.6663], [2.6792, 2.0544, -0.5541], [2.5049, 1.0736, 0.4213], [1.0970, 0.7076, 0.9671], [0.2818, -0.0461, -0.1107], [0.2667, -1.5442, 0.1951], [-0.5650, -2.4923, -1.0958], [3.6392, 0.3559, 0.7715], [4.8035, -2.0593, 0.5052], [6.2045, -1.0398, 0.3357], [5.5208, -1.8208, -1.1080], [2.9198, 1.8478, -2.7511], [0.5483, 1.5815, 1.3109], [1.2236, 0.0654, 1.8382], [0.7071, 0.0733, -1.1083], [-0.7374, 0.3280, -0.1335], [1.2928, -1.8850, 0.3151], [-0.2311, -1.7012, 1.1483], [0.4440, -3.2616, -1.5003], [-1.3583, 2.7638, 4.2622], [-2.0344, 1.8123, 3.2932], [-1.4226, 0.5251, 3.2858], [-0.3014, 2.8691, 4.0156], [-1.8241, 3.7494, 4.2324], [-1.4255, 2.3861, 5.2851], [-1.9538, 2.1842, 2.2725], [-3.0987, 1.7166, 3.5318], [-1.4905, 0.1570, 4.1709], [-4.2003, -2.0945, -3.4049], [-4.0717, -0.5825, -3.3773], [-2.8814, -0.1577, -2.7246], [-4.1794, -2.4945, -2.3911], [-5.1312, -2.4005, -3.8848], [-3.3694, -2.5421, -3.9549], [-4.8932, -0.1394, -2.8160], [-4.1047, -0.1794, -4.3959], [-2.1305, -0.5304, -3.1955]], "mulliken_charge": [-0.875, 0.501, -0.579, 0.611, -0.408, 0.346, -0.281, -0.333, -0.697, -0.186, -0.429, 0.295, 0.312, 0.258, -0.126, -0.047, 0.258, 0.190, 0.389, 0.336, 0.309, 0.115, -0.987, -0.269, -0.446, 0.244, 0.335, 0.318, 0.269, 0.322, 0.265, -0.950, -0.281, -0.455, 0.232, 0.361, 0.291, 0.267, 0.265, 0.262], "largest_force_ev_per_a": 0.95, "smiles": "CB1OBOB(CCCS)O1.CCO.CCO", "e_tot_ha": -1167.81337, "total_charge": 0}



[3]
{"formula": "C17H14CuF2N3SSe3Te", "method": "ωB97M-V with the def2-TZVPD basis set", "elements": ["Cu", "Se", "Se", "Te", "Se", "F", "C", "C", "C", "C", "C", "F", "C", "C", "C", "C", "C", "C", "N", "H", "H", "H", "H", "H", "H", "C", "C", "C", "C", "N", "C", "S", "N", "C", "H", "H", "H", "H", "H", "H", "H", "H"], "positions_angstrom": [[1.7777, 1.4634, 0.6457], [-0.3378, 4.5522, 0.4392], [-0.5779, 6.6441, 1.1478], [3.2419, 5.2827, 1.4489], [1.4209, 3.6038, 1.6768], [-0.6785, -3.2284, -0.8832], [0.4444, -2.5404, -0.5442], [0.3714, -1.1881, -0.2924], [1.5005, -0.4510, 0.0637], [2.7330, -1.1540, 0.1523], [2.7529, -2.5216, -0.1095], [3.8992, -3.2588, -0.0282], [1.6289, -3.2392, -0.4608], [3.9271, -0.3670, 0.5407], [5.2200, -0.8830, 0.6651], [6.2637, -0.0517, 1.0377], [6.0122, 1.2852, 1.2843], [4.7085, 1.7318, 1.1413], [3.7027, 0.9395, 0.7825], [-0.5981, -0.7112, -0.3609], [1.6910, -4.3014, -0.6508], [5.4175, -1.9236, 0.4776], [7.2629, -0.4603, 1.1300], [6.7908, 1.9756, 1.5781], [4.4645, 2.7731, 1.3165], [-4.6892, 0.4017, -3.1411], [-4.2865, 0.1413, -1.7270], [-4.9826, -0.6414, -0.8591], [-4.4715, -0.7928, 0.4603], [-3.4163, -0.1475, 0.8822], [-2.7367, 0.6799, 0.0477], [-1.4525, 1.6076, 0.4986], [-3.1530, 0.7284, -1.2880], [-5.1364, -1.7137, 1.4340], [-5.6639, -0.0334, -3.3462], [-3.9601, -0.0285, -3.8302], [-4.7343, 1.4757, -3.3276], [-5.8983, -1.1254, -1.1648], [-2.6069, 1.3211, -1.8949], [-6.1174, -2.0298, 1.0820], [-5.2256, -1.2203, 2.4001], [-4.5082, -2.5947, 1.5759]], "mulliken_charge": [-0.733, 0.083, -0.309, -0.474, -0.011, -0.344, 0.260, 0.796, -0.767, -0.504, 0.036, -0.360, -0.629, 1.677, -0.681, -0.317, -0.806, 0.578, -0.041, 0.001, 0.467, 0.487, 0.400, 0.413, -0.238, -1.432, 0.929, -0.753, 1.005, -0.449, -0.355, -0.195, -0.042, -1.210, 0.346, 0.323, 0.365, 0.298, 0.254, 0.338, 0.329, 0.263], "largest_force_ev_per_a": 1.05, "multiplicity": 2, "e_tot_ha": -10531.27878, "s_squared": 0.756, "total_charge": -1}



[4]
{"formula": "CH14Fe2O10", "method": "ωB97M-V with the def2-TZVPD basis set", "elements": ["Fe", "Fe", "C", "O", "O", "O", "O", "H", "H", "O", "H", "H", "O", "H", "H", "O", "H", "H", "O", "H", "H", "O", "H", "H", "O", "H", "H"], "positions_angstrom": [[9.3240, -33.4964, -30.6776], [12.8087, -35.9893, -34.3003], [11.0784, -34.1830, -32.4050], [10.8644, -34.7841, -31.3429], [10.4626, -33.1189, -32.4121], [11.7937, -34.5721, -33.2776], [14.5568, -34.8481, -34.3164], [14.3657, -33.9943, -33.9281], [15.4418, -34.7584, -34.6698], [12.0724, -35.2158, -36.1767], [12.0576, -35.2808, -37.1316], [11.4976, -34.4768, -35.9775], [12.0809, -36.7452, -29.7439], [11.8844, -36.3861, -30.6092], [11.2384, -36.7511, -29.2896], [13.5876, -36.3790, -32.3577], [14.0396, -37.1581, -32.0338], [13.5203, -35.8057, -31.5942], [14.0496, -32.6534, -32.4393], [13.9312, -33.2808, -31.7261], [13.4061, -31.9668, -32.2642], [10.4973, -33.2301, -35.4873], [11.0192, -33.1382, -34.6902], [10.6745, -32.4310, -35.9836], [12.1291, -30.9613, -32.0573], [11.4001, -31.4947, -32.3740], [11.7182, -30.2992, -31.5014]], "mulliken_charge": [1.122, 0.959, 1.035, -0.858, -0.952, 0.071, -0.444, 0.368, 0.325, -0.515, 0.321, 0.450, -0.596, 0.392, 0.281, -0.424, 0.309, 0.262, -0.674, 0.284, 0.361, -0.718, 0.291, 0.332, -0.648, 0.356, 0.310], "largest_force_ev_per_a": 6.53, "multiplicity": 9, "e_tot_ha": -3325.71597, "de_lowest_kcal_mol": 0.0, "s_squared": 20.013, "total_charge": 2}